# 1
The following is a quantum chemistry calculation of a 2-piece molecular cluster, C3H5O3P overall, from OMol25.

The geometry in ORCA input format:
```
! RIJCOSX wB97M-V def2-TZVPD def2/J DEFGRID3
* xyz 0 1
C -0.11 -0.86 0.38
H 0.00 -1.92 0.51
O 0.69 1.04 -1.02
H -2.16 -0.54 -1.89
H 1.54 1.38 -1.33
O 2.28 -0.23 0.10
H 2.69 0.18 0.88
H -2.79 0.49 -0.29
C -0.01 0.22 1.23
O -0.36 0.97 2.09
C 0.94 0.13 0.00
P -2.71 -0.86 -0.65
*
```

Properties
HOMO-LUMO gap (alpha / beta)   7.347 / 6.494 eV
Energy relative to the best compared isomer or geometry (same formula, charge and spin)   595.18 kJ/mol
Total energy   -684.1993 a.u.
E_LUMO (alpha / beta)   -1.30 / -1.67 eV

natural (NBO) atomic charge list, values in e, 4 entries: -0.34 0.25 -0.69 -0.03

***

# 2
The following is a quantum chemistry calculation of C3H4N2OS as an isolated structure, from OMol25.

The geometry in ORCA input format:
```
! RIJCOSX wB97M-V def2-TZVPD def2/J DEFGRID3
* xyz 0 1
H 1.87 0.53 1.04
O 1.56 -1.71 -0.28
C -0.12 -0.98 -0.04
H 1.42 1.94 -0.12
N 0.00 0.35 -0.04
C 1.40 0.89 0.12
N -1.35 -1.43 0.03
C -2.15 -0.45 0.10
S -1.41 1.13 0.00
H -3.15 -0.67 -0.12
H 1.92 0.40 -0.69
*
```

Properties
HOMO-LUMO gap (alpha / beta)   7.781 / 7.781 eV
Energy relative to the best compared isomer or geometry (same formula, charge and spin)   559.92 kJ/mol
Total energy   -699.4589 a.u.
E_LUMO (alpha / beta)   -0.67 / -0.67 eV

natural (NBO) atomic charge list, values in e, 4 entries: 0.25 -0.75 0.65 0.20

***

# 3
The following is a quantum chemistry calculation of C4H4BrN as an isolated structure, from OMol25.

The geometry in ORCA input format:
```
! RIJCOSX wB97M-V def2-TZVPD def2/J DEFGRID3
* xyz 0 3
Br 2.83 -0.62 -0.63
C -0.31 1.48 0.46
C 1.33 0.32 -0.06
C -0.75 -1.14 -0.23
N 0.78 2.09 0.24
H -1.20 2.04 0.98
C 0.01 0.07 0.14
H -0.75 -1.92 0.62
H -0.11 -1.47 -1.10
H -1.83 -0.86 -0.42
*
```

Properties
HOMO-LUMO gap (alpha / beta)   7.051 / 7.499 eV
Energy relative to the best compared isomer or geometry (same formula, charge and spin)   161.92 kJ/mol
Total energy   -2783.3383 a.u.
E_LUMO (alpha / beta)   0.41 / -1.92 eV

natural (NBO) atomic charge list, values in e, 4 entries: 0.15 -0.06 0.00 -0.67

***

# 4
The following is a quantum chemistry calculation of C2H4INS as an isolated structure, from OMol25.

The geometry in ORCA input format:
```
! RIJCOSX wB97M-V def2-TZVPD def2/J DEFGRID3
* xyz 0 1
N -0.16 0.36 1.29
H -0.61 -1.26 -1.29
C -0.47 -0.29 -0.95
S -1.76 0.24 0.06
I 0.55 2.25 1.94
H -0.18 0.38 -1.73
H 0.63 -1.41 0.65
H 1.45 0.08 -0.19
C 0.55 -0.36 0.22
*
```

Properties
HOMO-LUMO gap   7.706 eV
Energy relative to the best compared isomer or geometry (same formula, charge and spin)   238.48 kJ/mol
Total energy   -829.1321 a.u.
E_LUMO   -0.84 eV

natural (NBO) atomic charge list, values in e, 4 entries: -0.63 0.22 -0.59 0.37

***

# 5
The following is a quantum chemistry calculation of a 2-piece molecular cluster, C4H4N2O overall, from OMol25.

The geometry in ORCA input format:
```
! RIJCOSX wB97M-V def2-TZVPD def2/J DEFGRID3
* xyz 0 1
C -2.32 0.46 -0.16
H -2.27 1.54 -0.20
C 0.09 -0.89 -0.72
N 1.00 -1.55 -0.12
C 2.27 0.83 0.91
N 3.22 1.33 0.45
O -0.16 0.43 -0.72
C -1.25 -0.29 -0.37
H 1.44 0.50 1.51
H 1.26 -2.37 -0.68
H -3.27 0.01 0.09
*
```

Properties
HOMO-LUMO gap   8.937 eV
Energy relative to the best compared isomer or geometry (same formula, charge and spin)   589.14 kJ/mol
Total energy   -339.3573 a.u.
SMILES   [H]/N=C1\OC1=C.C#N
E_LUMO   -1.10 eV

natural (NBO) atomic charge list, values in e, 4 entries: -0.49 0.23 0.63 -0.71

***

# 6
The following is a quantum chemistry calculation of one molecule with the formula C17H24N4O3, from OMol25.

The geometry in ORCA input format:
```
! RIJCOSX wB97M-V def2-TZVPD def2/J DEFGRID3
* xyz 0 1
H -4.22 -0.84 -2.27
C 0.03 3.70 2.41
C -3.22 -0.05 -0.65
H 2.46 -1.48 -2.06
C -1.31 3.80 2.03
C 1.95 -1.17 -1.14
N 3.88 -3.59 0.98
H -1.74 4.72 2.07
H -1.01 1.76 -0.62
C -1.70 0.09 1.45
C 0.48 1.01 -1.81
H 1.75 -3.71 0.50
N -0.86 0.94 -1.17
H 3.37 -3.47 1.87
H -0.37 -1.86 1.41
N 0.47 -0.08 2.15
C 1.72 0.31 -1.13
H -0.18 0.89 -5.06
H -3.47 -1.90 -1.29
H 3.64 -1.32 0.01
H -2.96 -1.43 0.76
C -1.29 1.32 1.86
C -3.09 -0.40 0.91
C 2.66 -1.69 0.06
C -1.88 -0.07 -1.45
H 1.81 2.58 2.79
H 2.13 -1.29 1.00
C -2.03 2.54 1.81
C 0.80 2.47 2.39
O -1.47 -1.04 -2.17
H 1.67 0.58 -0.05
H -3.93 -0.05 1.55
H 2.99 -3.75 -0.84
N -4.12 -1.06 -1.31
H -3.55 0.98 -0.83
H 0.63 2.05 -1.65
O 1.52 0.30 -3.90
O -0.52 1.06 -4.13
C 0.52 0.77 -3.37
H 0.96 -1.60 -1.19
H 4.08 -4.60 1.09
H 0.48 4.69 2.63
C 0.09 1.32 2.11
H 2.53 0.84 -1.65
C -0.49 -0.75 1.56
H 1.13 -0.66 2.73
C 2.72 -3.32 0.02
H -3.04 2.47 1.60
*
```

Properties
HOMO-LUMO gap   8.038 eV
Energy relative to the best compared isomer or geometry (same formula, charge and spin)   453.33 kJ/mol
Total energy   -1106.8344 a.u.
SMILES   NCCCC[C@H](NC(=O)[C@@H](N)Cc1c[nH]c2ccccc12)C(=O)O
E_LUMO   0.45 eV

natural (NBO) atomic charge list, values in e, 4 entries: 0.36 -0.23 -0.14 0.22

***

# 7
The following is a quantum chemistry calculation of C24H11ClF4N9O4PtS as an isolated structure, from OMol25.

The geometry in ORCA input format:
```
! RIJCOSX wB97M-V def2-TZVPD def2/J DEFGRID3
* xyz 1 1
N -0.47 -3.86 4.08
C -4.03 1.22 8.06
C -4.54 0.55 9.20
F -3.76 -1.60 7.96
C -3.84 1.87 -2.29
C -1.70 -1.91 -1.11
C -4.14 2.63 8.11
C -0.45 -2.82 -0.99
Pt 0.08 0.11 -0.14
C -0.92 -2.81 3.97
F -2.53 -2.83 6.02
N 2.01 0.34 0.68
H 2.11 -0.56 1.14
H -1.98 1.83 0.55
C -3.72 -1.05 -1.40
H 4.64 0.62 -2.21
O -2.87 -4.62 -1.76
N -0.70 -0.40 1.63
H -2.34 4.25 0.36
C -3.54 4.09 -1.40
H -4.68 3.63 -3.16
C -2.63 -1.51 5.98
F -3.07 2.55 5.76
O -0.60 -4.00 -1.35
C -3.44 0.55 7.00
H -1.90 -4.38 -1.63
N 3.00 0.48 -0.31
C -2.93 1.25 5.85
F -1.86 1.31 3.82
O 0.59 -2.27 -0.56
C -3.07 1.37 -1.24
N -4.23 3.77 8.22
H 2.11 1.08 1.37
C -1.01 -0.84 2.65
N 3.68 0.71 -2.48
H 3.47 0.81 -3.46
C -4.08 3.24 -2.36
O -4.88 -3.69 -1.66
C -3.03 -2.27 -1.38
C -2.09 -0.81 4.86
C -1.38 -1.46 3.85
C -2.53 2.22 -0.29
N -4.96 0.06 10.15
H 3.96 0.34 -0.02
N -1.61 -0.58 -0.98
H -4.23 1.21 -3.04
C -3.28 -0.87 6.98
C -3.68 -3.61 -1.61
S 1.08 0.75 -2.14
C 2.68 0.62 -1.61
H -3.74 5.15 -1.46
C -2.31 0.60 4.84
N -2.84 -0.05 -1.16
C -2.76 3.58 -0.38
Cl -5.37 -0.79 -1.59
*
```

Properties
HOMO-LUMO gap (alpha / beta)   4.874 / 4.894 eV
Energy relative to the best compared isomer or geometry (same formula, charge and spin)   78.94 kJ/mol
Total energy   -3091.7805 a.u.
E_LUMO (alpha / beta)   -6.39 / -6.38 eV

natural (NBO) atomic charge list, values in e, 4 entries: -0.19 -0.09 0.21 -0.26

***

# 8
The following is a quantum chemistry calculation of C25H29Cl3MoN7O5 as an isolated structure, from OMol25.

The geometry in ORCA input format:
```
! RIJCOSX wB97M-V def2-TZVPD def2/J DEFGRID3
* xyz 1 3
H -2.91 -3.06 -0.69
Cl -1.37 -3.03 2.40
H -2.30 1.13 -1.69
O -1.04 -0.48 1.12
H 1.60 0.35 4.83
H -6.16 -5.49 -3.39
C 0.78 2.59 1.88
Mo 0.32 0.06 -0.07
C 2.72 -1.60 0.44
C -4.24 -4.86 -3.10
N 0.98 1.29 1.67
O -0.93 -2.87 -2.91
C -2.33 -1.63 2.72
C 2.60 -0.83 -3.68
H 1.15 2.77 5.23
N -3.74 -5.55 -4.13
O -0.27 -1.73 -1.13
C -4.09 -0.52 3.89
C -2.88 0.64 2.19
H -0.15 2.46 -2.77
N -3.42 -4.19 -2.33
C 0.82 3.16 3.13
C 2.75 -1.35 -1.03
C 1.29 0.51 2.72
C -3.32 -1.65 3.68
N 1.92 -0.37 -1.44
C 3.54 -2.09 -1.89
H -3.19 -1.91 -3.83
H 2.51 -0.59 -4.73
H 1.18 0.65 -3.06
C 1.56 -0.93 2.41
H -1.47 -0.23 -3.37
H 2.52 -1.24 2.82
C -1.95 -0.73 -2.52
H -3.51 -2.55 4.25
C -3.33 -1.23 -2.99
H 0.59 3.19 1.00
C -2.03 -0.47 1.97
H 4.07 -2.38 -3.96
H -5.22 -2.01 -2.38
H -4.51 1.50 3.28
H -3.87 -0.36 -3.38
N 1.58 -1.07 0.97
Cl -5.32 -0.54 5.11
H 1.32 3.11 -2.01
O 3.60 -2.17 1.04
H -4.57 -3.60 -0.67
H -4.38 -1.17 -1.10
H -2.63 -0.13 -0.69
O 0.31 1.70 -0.91
H -0.28 3.59 -1.41
N -2.00 0.20 -1.41
C 3.47 -1.82 -3.25
N -5.56 -4.86 -2.89
H 4.16 -2.86 -1.48
Cl -2.68 2.02 1.16
H -2.43 -4.06 -2.63
H 0.78 -1.56 2.86
H -2.75 -5.51 -4.33
C -3.79 -3.21 -1.32
H 0.65 4.22 3.25
H -5.93 -4.43 -2.07
C -3.89 0.63 3.14
C 1.10 2.36 4.23
H -4.32 -6.13 -4.72
C -4.24 -1.87 -1.92
C -0.98 -1.88 -2.16
C 1.85 -0.14 -2.76
C 1.35 1.01 4.01
C 0.30 2.76 -1.81
*
```

Properties
HOMO-LUMO gap (alpha / beta)   7.266 / 7.879 eV
Energy relative to the best compared isomer or geometry (same formula, charge and spin)   127.93 kJ/mol
Total energy   -3178.2990 a.u.
E_LUMO (alpha / beta)   -2.25 / -2.52 eV

natural (NBO) atomic charge list, values in e, 4 entries: 0.24 0.03 0.39 -0.70